Entry 1:
65
Properties=species:S:1:pos:R:3:mulliken_charge:R:1 method="wB97M-V/def2-TZVPD" largest_force_ev_per_a=7.89 charge=+1 e_tot_ha=-1461.50202 orbital_gap_ev="8.78 / 7.21" spin_multiplicity=2 homo_ev="-11.18 / -11.18"
O 5.10 -29.54 1.40 0.012
H 5.43 -30.08 0.67 0.444
H 4.16 -29.62 1.57 0.423
H 5.58 -29.73 2.21 0.349
C 10.22 -29.11 3.05 -1.366
C 9.30 -29.44 4.26 1.338
C 9.82 -28.67 5.55 -1.136
C 9.52 -27.17 5.45 -0.792
C 8.00 -26.92 5.24 -1.117
C 7.39 -27.63 3.94 1.695
N 7.90 -29.09 3.94 0.398
O 7.19 -30.04 3.01 -0.760
C 7.73 -26.89 2.62 -1.614
C 5.91 -27.60 4.06 -1.967
C 9.45 -30.93 4.59 -1.770
H 11.26 -29.16 3.36 0.429
H 10.13 -28.02 3.01 0.415
H 10.02 -29.67 2.14 0.205
H 10.91 -28.68 5.52 0.459
H 9.56 -29.13 6.50 0.418
H 10.04 -26.79 4.57 0.292
H 9.92 -26.60 6.29 0.432
H 7.97 -25.84 5.15 0.498
H 7.53 -27.25 6.16 0.416
H 7.55 -27.40 1.67 0.060
H 8.70 -26.40 2.72 0.454
H 6.95 -26.15 2.46 0.547
H 5.41 -27.79 3.11 0.315
H 5.74 -26.54 4.27 0.459
H 5.41 -28.30 4.72 0.459
H 8.62 -31.26 5.21 0.455
H 10.33 -31.10 5.20 0.419
H 9.42 -31.56 3.69 0.245
C 8.49 -31.09 -0.24 0.468
O 8.72 -31.36 -1.43 -0.748
N 8.67 -31.95 0.70 -0.190
N 7.75 -30.10 0.09 -0.112
H 8.33 -31.72 1.62 0.119
H 8.97 -32.89 0.46 0.219
H 7.93 -29.89 1.06 0.018
H 7.78 -29.47 -0.71 0.175
C 2.83 -33.28 3.30 0.785
O 2.57 -33.30 4.46 -0.711
N 2.69 -34.39 2.66 -0.416
N 2.84 -32.25 2.57 -0.103
H 2.80 -34.54 1.67 0.133
H 2.15 -35.07 3.17 0.216
H 2.69 -31.31 2.91 0.104
H 2.81 -32.47 1.59 0.016
C 4.38 -32.67 -0.80 0.676
O 4.50 -31.93 0.16 -0.642
N 5.18 -33.67 -1.07 -0.401
N 3.30 -32.73 -1.58 -0.477
H 4.91 -34.14 -1.92 0.156
H 5.89 -33.98 -0.42 0.233
H 2.65 -31.96 -1.62 0.203
H 3.05 -33.63 -1.97 0.169
C 2.17 -28.74 2.79 0.733
O 3.07 -29.51 2.96 -0.796
N 1.17 -28.73 3.57 -0.439
N 2.25 -27.73 1.97 -0.338
H 0.46 -28.04 3.41 0.181
H 0.78 -29.58 3.97 0.288
H 3.02 -27.73 1.32 0.172
H 1.45 -27.14 1.85 0.196



Entry 2:
62
Properties=species:S:1:pos:R:3:mulliken_charge:R:1 method="wB97M-V/def2-TZVPD" largest_force_ev_per_a=2.85 charge=+1 e_tot_ha=-2550.51025 orbital_gap_ev="5.92 / 5.54" spin_multiplicity=4 homo_ev="-11.18 / -11.18"
Co 9.74 -14.26 -8.05 0.720
O 11.38 -13.36 -7.64 -0.611
H 11.67 -12.48 -7.92 0.241
C 12.38 -17.65 -8.59 -1.484
C 11.61 -16.32 -8.63 1.196
C 11.17 -15.99 -10.07 -0.783
O 10.35 -14.81 -9.99 -0.147
C 9.83 -14.41 -11.29 -0.830
N 10.53 -16.28 -7.61 -0.516
H 13.39 -17.46 -8.98 0.372
H 11.78 -18.45 -9.02 0.408
H 12.75 -17.91 -7.59 0.473
H 12.40 -15.66 -8.28 -0.386
H 10.59 -16.85 -10.44 0.504
H 12.01 -15.78 -10.72 0.412
H 9.26 -13.50 -11.09 0.344
H 9.31 -15.20 -11.83 0.303
H 10.65 -14.02 -11.90 0.313
H 10.90 -16.65 -6.74 0.357
H 9.92 -17.01 -7.98 0.280
C 14.73 -12.26 -10.97 -1.688
C 13.58 -12.09 -10.00 1.141
C 13.28 -10.62 -9.72 0.192
O 14.42 -9.83 -9.37 -0.411
C 14.77 -10.06 -8.00 -0.452
N 12.32 -12.71 -10.46 -0.522
H 14.39 -12.19 -12.01 0.398
H 15.32 -13.18 -10.91 0.375
H 15.50 -11.48 -11.00 0.370
H 13.88 -12.56 -9.06 -0.137
H 12.43 -10.45 -9.04 -0.431
H 12.96 -9.97 -10.55 0.286
H 15.15 -11.08 -7.86 0.236
H 13.89 -9.81 -7.41 0.110
H 15.67 -9.51 -7.71 0.324
H 11.77 -12.73 -9.60 0.116
H 12.43 -13.71 -10.58 0.073
C 10.48 -9.62 -6.67 -0.577
C 10.16 -8.42 -5.73 0.757
C 10.72 -7.08 -6.18 -1.125
O 12.15 -7.18 -6.26 -0.376
C 12.80 -7.43 -5.00 -0.728
N 8.68 -8.33 -5.63 -0.738
H 11.14 -10.38 -6.24 -0.119
H 10.93 -9.36 -7.63 0.048
H 9.57 -10.15 -6.91 0.330
H 10.51 -8.66 -4.73 0.260
H 10.57 -6.31 -5.42 0.465
H 10.30 -6.66 -7.09 0.420
H 12.13 -7.27 -4.16 0.418
H 13.63 -6.72 -4.98 0.277
H 13.29 -8.40 -5.02 0.147
H 8.22 -9.06 -6.15 0.231
H 8.32 -7.50 -6.09 0.251
C 14.12 -13.61 -5.29 0.444
O 15.19 -13.80 -4.72 -0.652
N 13.22 -12.64 -4.95 -0.306
N 13.75 -14.38 -6.37 -0.142
H 12.60 -12.43 -5.69 0.173
H 13.41 -11.99 -4.21 0.241
H 14.43 -15.01 -6.75 0.163
H 12.90 -14.12 -6.88 -0.007



Entry 3:
66
Properties=species:S:1:pos:R:3:mulliken_charge:R:1 method="wB97M-V/def2-TZVPD" largest_force_ev_per_a=8.61 e_tot_ha=-1408.04948 orbital_gap_ev="9.20 / 6.85" spin_multiplicity=2 homo_ev="-8.89 / -8.88"
C -0.57 -0.14 -1.20 -0.950
C 0.77 0.42 -0.61 0.034
O 0.88 0.75 0.70 -0.475
H -0.83 -1.07 -0.70 0.174
H -0.64 -0.32 -2.28 0.482
H -1.37 0.58 -1.03 0.342
H 0.90 1.35 -1.15 0.175
H 1.69 0.03 -1.04 0.328
C 3.92 1.97 -3.19 -1.332
C 3.74 3.44 -2.60 0.353
C 3.19 4.57 -3.50 -0.740
O 3.18 5.78 -2.75 -0.288
C 2.38 6.79 -3.31 -0.755
N 2.87 3.16 -1.50 -0.564
H 3.72 1.23 -2.42 0.300
H 4.98 1.89 -3.44 0.378
H 3.34 1.70 -4.07 0.326
H 4.68 3.81 -2.20 0.446
H 2.20 4.17 -3.74 0.295
H 3.76 4.72 -4.42 0.406
H 1.33 6.60 -3.54 0.316
H 2.80 7.17 -4.24 0.304
H 2.53 7.58 -2.58 0.254
H 2.51 4.02 -1.10 0.227
H 2.09 2.63 -1.87 0.002
C -6.00 -3.09 0.87 -1.347
C -4.64 -3.67 1.19 0.307
C -3.47 -3.22 0.21 -0.173
O -3.82 -3.63 -1.20 -0.431
C -2.85 -2.97 -2.10 -0.626
N -4.29 -3.24 2.54 -0.619
H -6.87 -3.58 1.30 0.397
H -6.32 -3.26 -0.15 0.328
H -6.00 -2.03 1.12 0.302
H -4.74 -4.75 1.15 0.318
H -2.57 -3.75 0.54 0.366
H -3.24 -2.15 0.26 -0.067
H -3.08 -3.04 -3.17 0.342
H -1.92 -3.51 -1.96 0.287
H -2.82 -1.91 -1.83 0.209
H -4.28 -2.23 2.50 0.128
H -5.07 -3.41 3.16 0.293
C -2.89 1.44 3.21 0.656
O -3.81 0.76 3.50 -0.613
N -2.51 2.51 3.79 -0.369
N -2.17 1.20 2.07 -0.150
H -1.80 3.03 3.30 0.155
H -3.10 2.85 4.54 0.259
H -1.43 1.88 2.03 0.039
H -2.34 0.50 1.35 0.035
C 0.20 -2.54 2.81 0.883
O 0.07 -3.41 3.68 -0.772
N 1.30 -2.13 2.37 -0.091
N -0.75 -1.84 2.33 -0.036
H 2.20 -2.45 2.68 0.154
H 1.25 -1.30 1.80 -0.140
H -1.72 -1.92 2.60 -0.077
H -0.37 -1.21 1.64 0.002
C 4.39 -1.64 0.89 0.737
O 3.94 -0.62 0.51 -0.580
N 5.31 -1.72 1.81 -0.470
N 3.81 -2.79 0.76 -0.433
H 5.47 -2.62 2.25 0.152
H 5.62 -0.90 2.30 0.226
H 3.07 -2.80 0.07 0.203
H 4.23 -3.66 1.05 0.179



Entry 4:
66
Properties=species:S:1:pos:R:3:mulliken_charge:R:1 method="wB97M-V/def2-TZVPD" largest_force_ev_per_a=3.07 e_tot_ha=-1497.30049 smiles=OCCO.OCCO.OCCO.OCCO.OCCO.OCCO.CO orbital_gap_ev=10.10 relative_energy_kj_mol=0.00 homo_ev=-9.79
O -1.90 0.03 0.01 0.057
C -2.69 1.07 -0.59 -1.253
C -1.75 1.96 -1.41 0.931
O -1.33 1.34 -2.59 -0.699
H -2.46 -0.52 0.53 0.141
H -3.41 0.48 -1.20 0.368
H -3.17 1.67 0.19 0.473
H -0.86 2.23 -0.79 -0.879
H -2.31 2.89 -1.60 0.478
H -0.76 1.98 -3.05 0.406
O -1.86 -4.21 -0.25 -0.474
C -2.75 -4.73 -1.20 -0.520
C -3.75 -3.70 -1.62 -0.420
O -3.23 -2.41 -1.68 -0.389
H -2.10 -3.27 -0.17 0.389
H -2.24 -5.12 -2.08 0.303
H -3.28 -5.59 -0.73 0.298
H -4.59 -3.64 -0.86 0.261
H -4.18 -4.07 -2.58 0.262
H -2.39 -2.34 -2.14 0.326
O -0.58 -1.23 -2.24 -0.448
C 0.84 -1.17 -2.15 -0.768
C 1.28 -1.28 -0.77 0.036
O 1.00 -0.14 -0.02 0.070
H -0.97 -0.35 -2.27 0.327
H 1.33 -1.91 -2.73 0.448
H 1.10 -0.13 -2.53 0.082
H 2.38 -1.34 -0.86 0.216
H 0.92 -2.20 -0.24 0.212
H 0.05 0.09 -0.09 -0.309
O 3.46 1.27 0.57 -0.328
C 4.41 0.93 1.64 -0.406
C 5.59 0.20 0.95 -0.347
O 6.64 -0.09 1.89 -0.532
H 2.69 0.76 0.86 0.114
H 4.88 1.86 2.02 0.224
H 3.98 0.25 2.38 0.429
H 5.97 0.89 0.23 0.304
H 5.19 -0.71 0.46 0.197
H 6.30 -0.56 2.65 0.303
O 2.49 3.89 -0.46 -0.603
C 1.21 3.69 -1.10 1.566
C 1.51 3.72 -2.60 -0.813
O 0.27 3.51 -3.40 -0.546
H 2.61 3.13 0.17 0.400
H 0.85 2.70 -0.86 -0.986
H 0.46 4.50 -0.85 0.186
H 2.16 2.83 -2.79 0.241
H 2.07 4.61 -2.84 0.436
H -0.14 4.35 -3.55 0.296
O -2.90 -1.71 1.93 -0.529
C -1.80 -1.23 2.73 0.251
C -0.98 -2.32 3.45 -0.638
O -0.38 -3.21 2.58 -0.476
H -3.73 -1.69 2.44 0.257
H -1.05 -0.78 2.07 -0.145
H -2.19 -0.54 3.48 0.436
H -1.63 -2.83 4.20 0.314
H -0.19 -1.77 4.00 0.341
H -1.04 -3.70 2.12 0.286
C -0.66 2.60 2.34 -0.566
O 0.26 1.52 2.32 -0.502
H -1.12 2.60 3.32 0.325
H -0.18 3.57 2.20 0.293
H -1.45 2.52 1.53 0.035
H 0.09 0.85 1.66 0.259